(1)
Formula: C33H57ClN2NiO2Si
Source: the Open Molecules 2025 dataset
Level of theory: the ωB97M-V functional and the def2-TZVPD basis

Last column: Löwdin charge in e.
CARTESIAN COORDINATES (ANGSTROEM)
O (1.695, -2.134, -1.793)  -0.245
O (0.658, -0.588, -3.580)  -0.249
C (2.868, -2.456, -1.037)  -0.230
C (2.684, -2.587, 0.462)  -0.087
H (3.567, -1.640, -1.275)  0.101
H (3.292, -3.388, -1.457)  0.121
H (1.951, -1.883, 0.871)  0.042
H (3.638, -2.370, 0.955)  0.086
H (2.398, -3.611, 0.723)  0.068
C (0.460, -2.769, -1.407)  -0.245
C (-0.038, -3.684, -2.491)  -0.073
H (-0.265, -1.955, -1.234)  0.103
H (0.591, -3.304, -0.451)  0.107
H (-0.277, -3.128, -3.403)  0.052
H (-0.956, -4.177, -2.152)  0.080
H (0.699, -4.461, -2.722)  0.084
C (-0.486, -0.123, -4.309)  -0.246
C (1.800, -0.828, -4.423)  -0.253
C (-1.713, -0.457, -3.507)  -0.063
H (-0.525, -0.602, -5.302)  0.118
H (-0.389, 0.967, -4.452)  0.109
H (-1.906, -1.536, -3.520)  0.077
H (-2.587, 0.049, -3.928)  0.078
H (-1.603, -0.146, -2.463)  0.046
C (1.752, -2.192, -5.051)  -0.068
H (2.675, -0.734, -3.771)  0.095
H (1.864, -0.035, -5.187)  0.122
H (1.756, -2.959, -4.272)  0.058
H (2.631, -2.342, -5.684)  0.082
H (0.854, -2.298, -5.667)  0.075
H (0.912, -0.390, -1.792)  0.053
N (-0.563, -0.174, 3.301)  0.005
C (-1.484, 0.255, 4.169)  -0.313
C (-2.312, 1.345, 3.898)  -0.027
C (-2.467, 1.953, 2.656)  -0.315
C (-1.706, -0.509, 5.446)  -0.007
H (-0.770, -0.812, 5.931)  0.074
H (-2.303, -1.418, 5.272)  0.095
H (-2.267, 0.122, 6.143)  0.083
C (-3.651, 2.849, 2.416)  -0.007
H (-4.253, 2.520, 1.555)  0.091
H (-3.362, 3.897, 2.242)  0.090
H (-4.287, 2.817, 3.307)  0.082
N (-1.592, 1.765, 1.656)  -0.030
C (-0.115, -1.528, 3.336)  -0.217
C (1.066, -1.887, 4.022)  -0.232
C (1.800, -0.903, 4.873)  -0.073
C (1.545, -3.188, 3.884)  -0.051
H (2.496, -3.445, 4.353)  0.113
C (0.826, -4.148, 3.173)  -0.092
H (1.211, -5.161, 3.077)  0.103
C (-0.405, -3.819, 2.608)  -0.061
H (-1.004, -4.570, 2.089)  0.111
C (-0.902, -2.523, 2.710)  -0.215
C (-2.279, -2.206, 2.213)  -0.033
C (-1.781, 2.427, 0.400)  -0.230
C (-1.255, 3.722, 0.215)  -0.225
C (-0.561, 4.421, 1.343)  -0.042
C (-1.384, 4.321, -1.038)  -0.047
H (-0.922, 5.299, -1.199)  0.118
C (-2.086, 3.677, -2.058)  -0.083
H (-2.172, 4.148, -3.041)  0.109
C (-2.712, 2.452, -1.825)  -0.051
H (-3.318, 1.974, -2.601)  0.107
C (-2.572, 1.810, -0.594)  -0.237
C (-3.223, 0.484, -0.330)  -0.045
Ni (0.044, 0.947, 1.783)  0.452
H (2.334, -0.182, 4.239)  -0.009
H (2.546, -1.431, 5.478)  0.082
H (1.136, -0.338, 5.539)  0.069
H (-2.313, -1.253, 1.666)  0.048
H (-3.008, -2.133, 3.037)  0.087
H (-2.623, -3.002, 1.539)  0.083
H (-0.297, 5.440, 1.036)  0.087
H (0.365, 3.905, 1.641)  0.067
H (-1.198, 4.495, 2.237)  0.078
H (-3.734, 0.454, 0.642)  0.076
H (-2.490, -0.340, -0.339)  0.069
H (-3.969, 0.258, -1.102)  0.089
H (-3.004, 1.642, 4.678)  0.101
C (0.870, 0.435, -0.955)  -0.192
Si (2.047, 1.843, -1.489)  0.476
H (-0.174, 0.771, -0.846)  0.010
H (1.223, -0.045, -0.029)  -0.057
C (3.760, 1.132, -1.801)  -0.173
C (2.318, 3.299, -0.323)  -0.202
C (1.405, 2.673, -3.050)  -0.171
H (1.865, 3.672, -3.126)  0.037
H (0.315, 2.812, -3.024)  0.009
H (1.657, 2.113, -3.962)  0.019
H (4.248, 0.889, -0.848)  0.036
H (4.353, 1.907, -2.310)  0.036
H (3.762, 0.233, -2.427)  -0.001
H (2.415, 2.971, 0.721)  -0.037
H (1.510, 4.040, -0.387)  0.009
H (3.256, 3.813, -0.596)  0.040
Cl (2.146, 0.774, 2.098)  0.236

The HOMO-LUMO gap (alpha / beta) is 8.8 / 8.1 eV. The multiplicity is 3. As for the lowest unoccupied orbital energy (alpha / beta): 0.61 / -0.24 eV. For the HOMO energy (alpha / beta), the calculation gives -8.21 / -8.29 eV.



(2)
Formula: C2O3S
Source: the Open Molecules 2025 dataset
Level of theory: the ωB97M-V functional and the def2-TZVPD basis

Last column: Löwdin charge in e.
CARTESIAN COORDINATES (ANGSTROEM)
O (2.590, -0.402, 0.095)  0.049
C (1.340, -0.029, 0.088)  -0.212
C (0.266, 0.612, -0.129)  -0.169
S (-1.344, 0.090, 0.096)  0.868
O (-1.692, -1.275, 0.055)  -0.256
O (-2.456, 1.037, -0.045)  -0.281

The HOMO-LUMO gap (alpha / beta) is 8.3 / 8.3 eV. As for the lowest unoccupied orbital energy (alpha / beta): -2.64 / -2.64 eV. As for the SMILES: O=C=C=S(=O)=O. For the HOMO energy (alpha / beta), the calculation gives -10.93 / -10.93 eV.



(3)
Formula: C27H56BO17S
Source: the Open Molecules 2025 dataset
Level of theory: the ωB97M-V functional and the def2-TZVPD basis

Last column: Löwdin charge in e.
CARTESIAN COORDINATES (ANGSTROEM)
C (6.974, 1.584, 1.047)  -0.063
C (6.123, 0.317, 0.893)  -0.213
O (5.949, -0.069, -0.482)  -0.032
C (6.779, -1.073, -0.891)  -0.486
O (7.978, -0.952, -0.787)  0.090
C (6.072, -2.286, -1.388)  -0.102
C (5.762, -3.219, -0.188)  -0.208
C (4.420, -2.915, 0.511)  -0.204
B (3.339, -4.137, 0.458)  -0.976
C (3.932, -5.586, 0.974)  -0.105
S (2.727, -4.288, -1.420)  0.626
C (2.038, -3.812, 1.368)  -0.222
O (1.343, -2.615, 0.968)  -0.145
C (0.043, -2.512, 1.445)  -0.275
O (-0.241, -1.178, 1.805)  -0.110
C (-0.400, -0.306, 0.700)  -0.192
C (-1.670, -0.545, -0.109)  -0.241
O (-1.399, -1.338, -1.261)  -0.062
H (7.894, 1.383, 1.600)  0.062
H (7.228, 1.975, 0.059)  0.078
H (6.422, 2.360, 1.585)  0.064
H (6.575, -0.516, 1.440)  0.120
H (5.115, 0.456, 1.288)  0.120
H (5.141, -2.020, -1.891)  0.115
H (6.744, -2.787, -2.092)  0.118
H (5.786, -4.246, -0.569)  0.092
H (6.592, -3.137, 0.527)  0.108
H (4.601, -2.578, 1.544)  0.094
H (3.968, -2.051, 0.004)  0.085
H (3.493, -6.424, 0.421)  0.030
H (5.025, -5.660, 0.935)  0.035
H (3.657, -5.735, 2.031)  0.041
H (3.284, -5.450, -1.778)  -0.218
H (2.358, -3.676, 2.418)  0.109
H (1.349, -4.671, 1.325)  0.103
H (-0.092, -3.109, 2.358)  0.132
H (-0.662, -2.857, 0.672)  0.133
H (0.469, -0.358, 0.035)  0.134
H (-0.445, 0.700, 1.133)  0.119
H (-2.430, -1.026, 0.525)  0.120
H (-2.070, 0.428, -0.431)  0.100
H (-2.082, -1.171, -1.918)  0.076
C (-7.186, -0.963, -4.297)  -0.060
C (-6.947, 0.525, -4.415)  -0.218
O (-6.986, 1.184, -3.135)  0.010
C (-5.897, 1.028, -2.382)  -0.616
O (-4.901, 0.429, -2.691)  0.132
O (-6.096, 1.669, -1.230)  -0.011
C (-5.010, 1.544, -0.303)  -0.038
H (-8.128, -1.156, -3.783)  0.082
H (-7.233, -1.409, -5.291)  0.082
H (-6.382, -1.445, -3.743)  0.078
H (-7.743, 1.002, -4.985)  0.124
H (-5.995, 0.741, -4.901)  0.124
H (-4.074, 1.854, -0.762)  0.090
H (-4.928, 0.514, 0.038)  0.091
H (-5.244, 2.191, 0.536)  0.097
C (-7.509, 4.573, -3.255)  -0.051
C (-6.293, 4.283, -4.104)  -0.197
O (-6.244, 5.109, -5.283)  0.043
C (-5.847, 6.362, -5.086)  -0.615
O (-5.504, 6.848, -4.040)  0.124
O (-5.899, 7.004, -6.255)  0.002
C (-5.532, 8.383, -6.185)  -0.042
H (-8.419, 4.470, -3.849)  0.085
H (-7.552, 3.867, -2.426)  0.071
H (-7.471, 5.585, -2.853)  0.077
H (-6.329, 3.267, -4.488)  0.105
H (-5.369, 4.405, -3.538)  0.130
H (-4.550, 8.499, -5.732)  0.095
H (-6.267, 8.944, -5.610)  0.097
H (-5.515, 8.735, -7.212)  0.092
C (11.416, -1.967, 0.720)  -0.060
C (10.832, -0.579, 0.856)  -0.196
O (10.501, -0.270, 2.228)  0.041
C (11.517, 0.044, 3.012)  -0.618
O (12.678, 0.132, 2.700)  0.113
O (11.043, 0.250, 4.248)  0.000
C (12.043, 0.553, 5.219)  -0.051
H (10.730, -2.705, 1.139)  0.084
H (11.566, -2.196, -0.334)  0.081
H (12.373, -2.049, 1.235)  0.070
H (9.893, -0.514, 0.315)  0.091
H (11.510, 0.183, 0.472)  0.124
H (12.649, 1.399, 4.900)  0.093
H (12.685, -0.310, 5.388)  0.096
H (11.504, 0.799, 6.129)  0.090
C (-7.676, 0.450, 1.757)  -0.066
C (-8.912, -0.285, 2.223)  -0.205
O (-8.618, -1.227, 3.268)  0.039
C (-8.436, -0.700, 4.476)  -0.616
O (-8.535, 0.464, 4.767)  0.120
O (-8.119, -1.685, 5.315)  0.006
C (-7.832, -1.257, 6.649)  -0.038
H (-6.907, -0.261, 1.453)  0.082
H (-7.916, 1.089, 0.906)  0.079
H (-7.269, 1.072, 2.553)  0.080
H (-9.326, -0.893, 1.421)  0.123
H (-9.683, 0.405, 2.565)  0.123
H (-8.655, -0.668, 7.050)  0.094
H (-6.917, -0.668, 6.670)  0.099
H (-7.702, -2.167, 7.227)  0.093

The net charge is -1. The HOMO-LUMO gap is 6.0 eV. As for the lowest unoccupied orbital energy: 1.75 eV. For the HOMO energy, the calculation gives -4.23 eV.